17
Properties=species:S:1:pos:R:3 method="wB97M-V/def2-TZVPD" e_tot_ev=-49040.60280 charge=+3 orbital_gap_ev="7.912 / 6.633" spin_multiplicity=5 s2=6.018
H -0.521 -0.725 1.429
O -0.367 0.771 -0.439
C -0.932 -0.490 -0.055
O -2.036 -0.817 -0.504
Co -2.875 0.506 -1.529
O 0.145 -1.383 -0.144
C 0.497 -1.733 1.136
C -1.117 1.568 -1.126
C -0.485 2.854 -1.402
H 0.396 3.072 -0.788
H -0.215 2.833 -2.474
H -1.249 3.642 -1.313
C 1.953 -1.850 1.367
H -0.132 -2.560 1.494
H 2.528 -1.625 0.461
H 2.161 -2.879 1.693
H 2.248 -1.187 2.193



19
Properties=species:S:1:pos:R:3 method="wB97M-V/def2-TZVPD" e_tot_ev=-23870.37523 charge=+1 smiles="[NH2+]=C1COCC(F)(F)[C@@H](I)N1" orbital_gap_ev=9.239
N 2.001 0.477 1.840
C 1.129 0.295 0.913
C 1.526 0.116 -0.557
O 0.879 -0.982 -1.246
C -0.487 -0.754 -1.698
C -1.585 -0.701 -0.658
F -2.804 -0.643 -1.290
F -1.639 -1.810 0.077
C -1.332 0.521 0.234
I -3.154 0.971 1.349
N -0.196 0.349 1.131
H 2.938 0.010 1.774
H 1.753 0.982 2.732
H 1.171 1.052 -0.954
H 2.701 0.104 -0.795
H -0.812 -1.575 -2.335
H -0.613 0.209 -2.249
H -1.111 1.369 -0.349
H -0.365 0.009 2.082